{"formula": "C24H38BNO8PS2", "method": "ωB97M-V with the def2-TZVPD basis set", "elements": ["H", "O", "H", "H", "C", "O", "O", "C", "H", "C", "B", "H", "H", "C", "H", "C", "H", "C", "S", "C", "C", "C", "C", "C", "C", "H", "H", "H", "H", "H", "C", "H", "H", "H", "H", "H", "H", "H", "H", "O", "O", "H", "H", "H", "H", "O", "C", "C", "H", "H", "H", "C", "O", "H", "H", "C", "P", "C", "O", "C", "C", "H", "H", "C", "H", "C", "N", "H", "C", "S", "C", "H", "H", "H", "H"], "coordinates": [[-4.409, 0.914, 1.116], [-3.072, -5.819, 2.170], [-0.343, -1.469, 2.278], [1.702, 1.290, 1.615], [-4.114, -1.097, -1.578], [0.358, -0.050, -0.490], [-4.675, -4.433, 3.598], [-2.084, 1.046, 2.216], [-4.723, -1.927, -1.246], [1.500, 2.134, -3.133], [-2.608, -2.843, 2.097], [3.652, 0.722, -2.241], [-2.238, -0.095, -4.190], [0.897, 1.061, -1.063], [-0.874, -4.146, 2.732], [1.941, 3.240, -2.410], [8.739, 1.930, -1.962], [-3.526, -1.116, -2.820], [-5.240, -4.577, 0.710], [8.735, 1.328, -2.869], [-3.071, 0.988, -1.116], [-0.678, 1.434, 2.630], [0.986, 1.038, -2.453], [-2.709, -0.076, -3.217], [1.860, 3.238, -1.026], [0.190, -2.199, 0.749], [0.889, -2.729, 2.250], [-5.600, -0.202, 0.500], [-3.695, -1.956, -3.476], [8.976, 0.303, -2.589], [-4.039, -1.221, 1.552], [7.419, 0.844, -4.507], [0.620, 0.158, -2.961], [1.923, 3.015, 1.497], [-3.634, 1.106, 3.714], [2.195, 4.111, -0.481], [-2.548, -5.907, 2.974], [-4.499, -1.002, 3.646], [3.755, 1.015, -0.492], [-2.773, -2.028, 3.321], [-2.948, -1.915, 1.018], [1.543, 2.127, -4.212], [-2.043, 0.426, 1.321], [2.334, 4.093, -2.946], [-0.709, 2.650, 0.962], [6.345, 0.741, -2.810], [1.342, 2.160, -0.316], [-2.905, 0.388, 3.342], [-0.710, 1.872, 3.631], [-2.591, 1.971, 1.926], [-4.066, -4.722, 4.285], [-4.532, -0.065, 0.657], [5.387, 2.864, -2.032], [-4.903, -1.882, 1.676], [-1.847, 1.797, -2.658], [-2.486, 0.976, -2.366], [-3.917, -4.412, 2.131], [-1.130, -3.475, 1.907], [6.609, 1.397, -0.457], [-3.891, -0.048, -0.707], [-0.044, -2.397, 1.789], [-2.231, 0.175, 4.174], [-0.069, 0.527, 2.724], [-3.598, -0.926, 3.020], [0.173, 0.071, 0.447], [4.275, 0.616, -1.358], [-0.078, 2.402, 1.709], [7.091, 2.414, -3.779], [1.266, 2.197, 1.188], [5.733, 1.548, -1.579], [7.389, 1.386, -3.564], [4.554, -0.421, -1.182], [-1.140, -4.078, 0.999], [-2.895, 1.818, -0.446], [9.509, 1.704, -3.539]], "forces_ev_per_a": [[0.0, 0.0, 0.2], [-0.1, -0.3, 0.2], [-0.1, 0.0, 0.0], [-0.1, -0.2, 0.0], [-0.2, -0.4, 0.1], [0.2, 0.1, -0.2], [-0.1, -0.3, -0.1], [-0.2, 0.3, 0.1], [0.0, -0.1, 0.0], [-0.1, -0.1, 0.5], [0.8, 0.3, -0.1], [0.0, 0.0, 0.0], [0.0, 0.0, -0.1], [-0.3, -0.3, 0.2], [-0.1, -0.1, 0.1], [-0.1, -0.1, -0.3], [0.0, 0.0, 0.0], [-0.1, -0.3, -0.2], [-0.1, 0.0, 0.0], [-0.1, 0.0, 0.1], [-0.1, 0.2, 0.2], [0.2, 0.1, 0.2], [0.1, 0.2, 0.0], [0.2, -0.2, -0.5], [0.0, 0.1, -0.1], [-0.1, 0.2, -0.2], [0.1, 0.1, 0.1], [-0.1, 0.0, 0.1], [0.0, -0.1, -0.1], [0.0, 0.0, 0.0], [-0.1, 0.5, 0.5], [-0.1, -0.1, 0.0], [0.0, 0.0, -0.1], [0.1, 0.0, 0.2], [-0.1, 0.1, 0.0], [0.1, 0.0, 0.1], [0.2, 0.1, -0.1], [0.0, 0.1, 0.1], [0.1, 0.1, 0.0], [0.3, -0.3, 0.0], [-0.3, -0.4, -0.1], [0.0, 0.0, -0.1], [0.0, -0.2, 0.0], [0.1, 0.1, 0.1], [-0.1, -0.1, 0.0], [-0.1, -0.1, 0.0], [-0.1, -0.1, -0.3], [0.5, 0.1, -0.2], [0.0, 0.0, 0.1], [0.0, 0.0, -0.1], [0.0, 0.3, 0.2], [0.1, 0.1, -0.2], [0.2, 0.1, 0.1], [0.1, -0.3, -0.2], [0.1, 0.1, -0.1], [0.2, 0.5, 0.1], [-0.4, 0.3, -0.3], [-0.2, 0.3, 0.1], [-0.1, 0.0, 0.1], [-0.1, 0.2, 0.5], [0.2, -0.3, 0.1], [-0.1, -0.1, 0.1], [0.1, 0.1, -0.1], [-0.7, -0.3, -0.1], [0.0, 0.0, 0.1], [0.1, -0.4, 0.0], [-0.1, -0.2, -0.3], [0.0, 0.0, 0.1], [0.1, 0.2, 0.0], [0.0, 0.2, -0.2], [0.2, 0.2, -0.2], [0.0, 0.0, 0.0], [0.1, -0.2, 0.0], [0.0, 0.1, 0.1], [0.0, 0.0, 0.0]], "mulliken_charge": [0.503, -0.568, -0.253, 0.343, -0.273, -0.695, -0.563, 0.531, 0.374, -0.720, 0.374, 0.172, 0.413, 1.580, 0.321, -0.804, 0.295, -0.814, -0.545, -0.982, -0.082, -1.193, -0.439, -0.425, -0.815, 0.231, 0.368, 0.431, 0.424, 0.261, -0.538, 0.283, 0.421, 0.574, 0.336, 0.359, 0.283, 0.333, 0.125, -0.640, 0.127, 0.429, -0.154, 0.396, 0.334, -0.296, 0.351, -1.681, 0.436, 0.686, 0.288, -1.785, -0.621, 0.701, 0.451, -0.568, 0.610, -0.566, -0.659, 0.557, -0.708, 0.468, 0.325, 0.410, -0.016, -0.704, -0.184, 0.335, -1.289, 1.242, -0.374, 0.528, 0.198, 0.357, 0.391], "energy_ha": -2756.78890, "molar_mass_g_mol": 574.5, "charge": -1}

---

{"formula": "C24H38BrO11S", "method": "ωB97M-V with the def2-TZVPD basis set", "elements": ["C", "C", "H", "O", "H", "C", "C", "C", "O", "C", "C", "H", "C", "H", "C", "H", "C", "O", "O", "C", "H", "C", "C", "H", "H", "C", "H", "O", "C", "H", "H", "H", "C", "H", "H", "C", "O", "H", "H", "H", "O", "O", "O", "H", "H", "H", "C", "C", "H", "H", "C", "H", "Br", "H", "H", "C", "C", "H", "H", "H", "H", "H", "H", "H", "H", "H", "H", "H", "O", "H", "H", "C", "S", "C", "O"], "coordinates": [[0.985, -1.566, -3.890], [-0.049, -2.402, 2.760], [-3.311, -2.339, 3.832], [2.924, -1.681, -0.962], [0.040, -1.979, -3.522], [-3.406, -1.277, 5.807], [-7.499, 1.729, 0.303], [-6.556, 2.913, 2.013], [-0.941, -2.383, 0.585], [-6.931, 3.918, 0.947], [1.648, -0.760, -2.794], [1.691, -2.486, 1.507], [2.441, -1.807, -2.063], [-2.134, -4.184, 4.751], [-3.739, 1.114, 3.543], [1.337, -4.034, 2.281], [-3.296, -2.639, 4.940], [-7.839, 0.794, -0.365], [-6.667, 1.630, 1.380], [4.336, 1.756, -1.066], [6.277, 0.383, -3.285], [5.818, 1.769, -0.801], [4.858, 2.889, 0.936], [-7.915, 3.444, -0.928], [0.772, -0.991, -4.791], [3.846, 2.890, -0.188], [-6.057, 4.148, 0.331], [-1.782, -0.871, 2.041], [4.039, 0.412, -5.041], [0.551, -3.544, -0.271], [-5.536, 3.058, 2.371], [1.495, -3.596, -4.465], [-7.948, 3.154, 0.121], [4.595, 2.186, 1.732], [-7.238, 2.940, 2.868], [5.983, -0.303, -4.083], [-2.125, -3.376, 5.309], [0.479, -1.645, 3.339], [2.762, -2.404, -4.824], [6.409, -0.618, -6.163], [6.656, 1.220, -1.466], [6.087, 2.460, 0.337], [2.581, -2.915, -2.834], [3.926, 0.792, -0.755], [3.905, 3.833, -0.739], [4.124, 1.942, -2.119], [0.884, -3.151, 1.831], [-1.016, -1.770, 1.792], [-0.596, -3.078, 3.420], [2.332, -0.015, -3.197], [-4.804, 0.218, 3.711], [-3.527, 1.586, 2.538], [-5.684, 1.040, 6.744], [2.819, 2.767, 0.158], [-8.959, 3.262, 0.519], [-0.010, -3.473, 0.661], [6.345, 0.215, -5.457], [4.989, 3.881, 1.370], [-3.086, 1.407, 4.429], [-4.272, -3.194, 5.122], [4.949, 1.084, -6.872], [7.297, 0.748, -5.479], [0.913, -0.294, -2.137], [-5.509, 0.021, 2.850], [6.423, -1.281, -3.887], [-2.582, -0.578, 5.473], [5.269, 2.104, -5.431], [-7.311, 4.855, 1.354], [4.549, -0.408, -4.087], [-3.328, -1.515, 6.916], [-0.571, -4.401, 0.809], [1.978, -2.683, -4.115], [-5.095, -0.591, 5.363], [5.151, 1.084, -5.802], [2.858, 0.588, -5.211]], "forces_ev_per_a": [[-0.5, 0.3, -0.3], [0.5, 0.0, -0.2], [0.3, -0.4, 1.4], [-0.2, -0.6, -0.3], [0.1, 0.0, 0.0], [1.3, -0.7, -0.3], [-0.9, -0.6, -0.9], [0.1, 0.3, 0.3], [-0.3, 0.6, 0.5], [0.0, 0.6, -0.1], [-0.5, -0.2, 0.1], [-0.1, -0.1, -0.1], [0.4, 0.5, 0.4], [0.1, 0.6, 0.6], [-1.7, -1.5, 1.0], [-0.1, 0.0, -0.1], [-1.3, 0.9, -0.5], [0.5, 0.1, 0.6], [0.2, -0.2, 0.0], [-0.3, 0.4, 0.0], [-0.1, -0.2, -0.2], [0.3, -0.6, -0.3], [-0.2, 0.2, 0.4], [-0.3, -0.2, 0.0], [0.1, -0.1, 0.0], [-0.5, 0.2, -0.1], [-0.1, 0.0, 0.1], [0.0, -0.2, -0.3], [-0.4, 0.4, -0.2], [-0.2, 0.1, 0.0], [-0.1, -0.2, 0.0], [0.2, -0.1, 0.2], [0.4, 0.4, 0.1], [0.0, 0.0, 0.0], [0.0, 0.0, 0.0], [0.8, 0.0, 0.3], [-1.2, 0.3, -0.6], [-0.3, 0.0, 0.2], [0.0, 0.0, 0.1], [0.0, 0.1, 0.0], [0.1, 0.6, 0.6], [0.1, -0.2, -0.4], [0.1, 0.2, 0.7], [0.1, -0.1, -0.2], [0.0, -0.1, 0.1], [0.1, -0.3, 0.0], [0.6, -0.1, 0.3], [-0.3, 0.1, 0.1], [0.0, 0.2, 0.1], [-0.1, -0.1, 0.1], [2.3, 2.1, -0.5], [-0.4, -0.8, 1.3], [0.6, -0.6, -0.5], [0.1, 0.0, 0.0], [0.0, -0.1, -0.1], [0.3, -0.5, -0.4], [0.4, 0.0, -0.3], [0.2, -0.1, 0.0], [-0.8, -0.4, -1.4], [1.2, 0.2, -0.1], [-0.2, 0.3, 0.1], [-0.1, -0.1, 0.1], [0.3, 0.1, 0.1], [0.5, -0.2, 1.4], [-0.3, 0.0, 0.1], [-1.1, -0.6, 0.5], [-0.1, 0.0, -0.1], [0.1, -0.1, 0.0], [-0.6, 0.1, -0.4], [-0.4, 0.5, -1.3], [0.0, 0.1, 0.0], [-0.1, -0.2, -0.6], [0.6, 0.4, -1.2], [0.4, -0.3, -0.2], [0.4, -0.3, 0.2]], "mulliken_charge": [-0.695, -0.022, 0.230, -0.658, 0.301, -0.502, 0.343, -0.247, -0.365, -0.595, 0.227, 0.144, 0.629, 0.360, -0.506, 0.391, -0.336, -0.561, -0.245, 0.310, 0.018, 0.443, -0.501, 0.291, 0.316, -0.689, 0.276, -0.562, 0.410, 0.206, 0.244, 0.396, -0.361, 0.243, 0.226, -0.062, -0.544, 0.332, 0.084, 0.288, -0.625, -0.406, -0.406, -0.085, 0.301, 0.152, -0.437, 0.478, -0.070, -0.362, -0.005, 0.288, 0.023, 0.347, 0.260, -0.323, -0.660, 0.377, 0.232, 0.387, 0.338, 0.353, 0.508, 0.431, 0.362, 0.222, 0.281, 0.353, -0.217, 0.472, 0.271, -0.251, 0.218, -0.468, -0.595], "energy_ha": -4736.87156, "molar_mass_g_mol": 614.5, "charge": 1}